A gas-phase ion, C2H7O2P2S (charge -1), computed with ωB97M-V with the def2-TZVPD basis set.

Atoms and positions in Å:
1 C -0.35787 -1.58518 0.51593
2 C -0.58643 -0.15357 0.90213
3 O 2.05207 0.24435 0.49330
4 O 0.50080 2.36900 0.31683
5 P 0.29732 0.60129 -1.98921
6 P 0.74049 0.86661 0.17523
7 S -2.10615 0.48753 0.07498
8 H -0.17543 -1.60953 -0.54344
9 H -1.19032 -2.35077 0.85742
10 H 0.60953 -1.76178 1.09124
11 H -0.52780 0.03461 2.08365
12 H 1.21697 -0.43384 -2.04628
13 H 1.31040 1.50385 -2.02654
14 H -1.78357 1.78742 0.09475

Its total charge is -1. The value obtained for the highest occupied orbital energy is -4.42 eV. As for the relative energy (zero: lowest compared OMol25 entry of this formula, charge and spin): 0.000 eV.